1.
Entry from the OMol25 dataset: a structure of composition C28H25N6O4S5W in a non-equilibrium geometry (the ωB97M-V functional and the def2-TZVPD basis).

Properties
highest occupied orbital energy (spin up / spin down)	-14.6 / -14.6	eV
relative energy (zero: lowest compared OMol25 entry of this formula, charge and spin)	20.9	kcal per mole
charge	+3
frontier orbital gap (spin up / spin down)	5.1 / 4.9	eV

Element x y z (Å)
W (0.6687, 0.1395, 0.4464)
C (-3.0004, -1.3343, 2.7562)
C (-1.5806, -1.0446, 2.3628)
N (-1.2926, -0.1720, 1.4291)
N (-2.4382, 0.4771, 0.9428)
C (-2.2921, 1.1732, -0.1144)
S (-0.7186, 1.3781, -0.9464)
S (-3.5344, 2.0948, -0.8826)
C (-5.0769, 1.3973, -0.1599)
C (-5.6417, 0.2726, -0.9776)
C (-6.5974, 0.5403, -1.9495)
C (-7.1144, -0.4871, -2.7273)
C (-6.6739, -1.7888, -2.5413)
C (-5.7191, -2.0636, -1.5711)
C (-5.2045, -1.0364, -0.7947)
C (-0.5349, -1.7694, 3.1052)
C (-0.8248, -2.3407, 4.3508)
C (0.1516, -3.0011, 5.0753)
C (1.4373, -3.1244, 4.5626)
C (1.7527, -2.5812, 3.3249)
C (0.7624, -1.9229, 2.6377)
O (1.0691, -1.3346, 1.4161)
H (-3.6874, -1.1502, 1.9425)
H (-3.2993, -0.6864, 3.5858)
H (-3.0912, -2.3656, 3.0858)
H (-5.7448, 2.2577, -0.1467)
H (-4.8471, 1.1169, 0.8653)
H (-6.9530, 1.5543, -2.0937)
H (-7.8675, -0.2703, -3.4728)
H (-7.0811, -2.5897, -3.1437)
H (-5.3890, -3.0821, -1.4120)
H (-4.4690, -1.2570, -0.0311)
H (-1.8179, -2.2533, 4.7669)
H (-0.0910, -3.4292, 6.0378)
H (2.1994, -3.6474, 5.1245)
H (2.7441, -2.6694, 2.9026)
O (6.7657, -3.4296, -4.9260)
S (7.5842, -2.5395, -4.1923)
O (6.4986, -1.4156, -3.3765)
O (8.0063, -1.2867, -5.2109)
C (7.1506, -0.2659, -5.2097)
N (7.1944, 0.6981, -6.0745)
C (6.2755, 1.6463, -5.9141)
C (5.3095, 1.6119, -4.9045)
C (5.2841, 0.5728, -4.0009)
N (6.2647, -0.3509, -4.2013)
C (4.2742, 0.4649, -2.8991)
C (3.9649, -0.7050, -2.2029)
C (2.9662, -0.6850, -1.2528)
N (2.2594, 0.4234, -0.9405)
C (2.5824, 1.5577, -1.5844)
C (3.5568, 1.6057, -2.5611)
H (6.3038, 2.4661, -6.6218)
H (4.5724, 2.3970, -4.8589)
H (4.4447, -1.6461, -2.3998)
H (2.6914, -1.5997, -0.7448)
H (2.0332, 2.4483, -1.3119)
H (3.7381, 2.5669, -3.0182)
S (1.6911, 1.7817, 1.8039)
C (0.4066, 2.1918, 2.9403)
N (-0.5663, 3.0017, 2.6490)
C (-1.5984, 3.2106, 3.6803)
C (-0.9917, 2.6970, 4.9942)
S (0.3938, 1.5946, 4.5297)
H (-0.6249, 3.4362, 1.7360)
H (-2.4940, 2.6593, 3.3929)
H (-1.8423, 4.2687, 3.7363)
H (-1.7096, 2.1270, 5.5770)
H (-0.5879, 3.4960, 5.6109)

natural (NBO) atomic charge list, values in e, 8 entries: 1.340, -0.692, 0.402, -0.403, -0.372, -0.042, -0.072, 0.385

***

2.
Entry from the OMol25 dataset: a structure of composition C28H25N9O2S5Ti (the ωB97M-V functional and the def2-TZVPD basis).

Properties
highest occupied orbital energy	-12.9	eV
relative energy (zero: lowest compared OMol25 entry of this formula, charge and spin)	28.3	kcal per mole
charge	+2
frontier orbital gap	6.1	eV

Element x y z (Å)
Ti (-1.0989, 0.3672, 1.0272)
N (-1.9991, 4.7242, 1.7388)
C (-1.8979, 3.3931, 1.7091)
S (-0.5962, 2.7180, 0.7721)
N (-2.7677, 2.6844, 2.3817)
N (-2.5276, 1.3484, 2.2883)
C (-3.4254, 0.5876, 2.8071)
C (-3.1678, -0.8425, 2.8036)
C (-4.0792, -1.7789, 3.2620)
C (-3.6890, -3.1112, 3.2704)
C (-2.4195, -3.4470, 2.8211)
C (-1.5912, -2.4525, 2.3332)
N (-1.9529, -1.1665, 2.3237)
H (-1.4023, 5.3103, 1.1835)
H (-2.7609, 5.1402, 2.2503)
H (-4.3142, 1.0194, 3.2548)
H (-5.0540, -1.4676, 3.6064)
H (-4.3651, -3.8759, 3.6259)
H (-2.0769, -4.4710, 2.8249)
H (-0.6172, -2.6895, 1.9290)
C (1.2423, 0.9177, 4.3396)
C (0.3716, 0.4131, 3.4424)
N (0.6243, 0.2467, 2.0790)
C (1.9335, 0.5828, 1.5977)
C (2.8932, 1.1387, 2.6072)
C (2.5350, 1.3403, 3.8879)
C (4.2065, 1.4103, 2.0803)
C (4.6509, 0.7316, 1.0033)
C (3.9303, -0.4433, 0.5674)
C (4.5394, -1.4972, -0.1107)
C (3.7985, -2.6278, -0.3714)
N (2.5132, -2.7529, -0.0137)
C (1.9813, -1.7414, 0.6135)
N (2.6315, -0.6103, 0.9256)
H (0.9533, 1.0057, 5.3747)
H (-0.6159, 0.1106, 3.7657)
H (1.8625, 1.2862, 0.7471)
H (3.2323, 1.7968, 4.5772)
H (4.8475, 2.1159, 2.5915)
H (5.6422, 0.8776, 0.6021)
H (5.5799, -1.4268, -0.3887)
H (4.2392, -3.4734, -0.8824)
H (0.9487, -1.7849, 0.9204)
O (-3.4856, -1.9257, -0.3789)
S (-2.4774, -1.0352, -0.8538)
O (-1.1202, -1.3214, -0.2503)
N (-2.5833, 0.5191, -0.4406)
C (-2.9254, 1.3297, -1.5314)
S (-3.2977, 2.8851, -1.4271)
C (-2.8401, 0.5153, -2.7867)
C (-3.0741, 0.9469, -4.0836)
C (-2.9719, 0.0224, -5.1134)
C (-2.6641, -1.3160, -4.8645)
C (-2.4471, -1.7676, -3.5706)
C (-2.5216, -0.8211, -2.5667)
H (-3.3339, 1.9802, -4.2673)
H (-3.1505, 0.3404, -6.1309)
H (-2.6129, -2.0112, -5.6902)
H (-2.2387, -2.8061, -3.3616)
S (0.5665, 1.0434, -1.5783)
C (1.7673, 0.5548, -2.6425)
N (2.5720, 1.3899, -3.2803)
C (3.6234, 0.8107, -4.1102)
C (3.1203, -0.5783, -4.4939)
S (2.0450, -1.0936, -3.1169)
H (2.5048, 2.3797, -3.0893)
H (4.5515, 0.7574, -3.5326)
H (3.7917, 1.4358, -4.9859)
H (3.9357, -1.2862, -4.6141)
H (2.5278, -0.5542, -5.4073)

natural (NBO) atomic charge list, values in e, 8 entries: 1.560, -0.748, 0.327, -0.104, -0.376, -0.302, 0.099, 0.164

***

3.
Entry from the OMol25 dataset: a structure of composition C28H26AgN2O4PS in a non-equilibrium geometry (the ωB97M-V functional and the def2-TZVPD basis).

Properties
highest occupied orbital energy	0.8	eV
relative energy (zero: lowest compared OMol25 entry of this formula, charge and spin)	137.6	kcal per mole
charge	-2
frontier orbital gap	3.2	eV

Element x y z (Å)
Ag (-1.6275, -0.8095, -1.3899)
C (2.8580, 4.0935, 1.4951)
C (2.4703, 4.3221, 0.1777)
C (1.7423, 3.3695, -0.5048)
C (1.4421, 2.1433, 0.0834)
C (1.8246, 1.9317, 1.4104)
C (2.5226, 2.8982, 2.1093)
P (0.3332, 0.9162, -0.7544)
C (-0.5368, 1.9336, -1.9267)
C (-0.2635, 1.7599, -3.3642)
C (-1.5134, 3.5378, -4.3453)
C (-2.5344, 3.6883, -3.4751)
C (-2.6725, 3.1826, -2.1535)
C (-1.8048, 2.3735, -1.4754)
C (1.5560, -0.0887, -1.6098)
C (2.9133, -0.1405, -1.4890)
C (3.7221, -1.1949, -2.0004)
C (3.3317, -2.4756, -2.2494)
C (2.0405, -3.0432, -1.9595)
C (1.8960, -4.4168, -1.7149)
C (0.6735, -4.9281, -1.3386)
C (-0.4116, -4.0824, -1.1306)
C (-0.3642, -2.7036, -1.3874)
C (0.8720, -2.2694, -1.8800)
H (3.4065, 4.8544, 2.0379)
H (2.7391, 5.2533, -0.3089)
H (1.3942, 3.5538, -1.5129)
H (1.5761, 0.9887, 1.8820)
H (2.8109, 2.7259, 3.1414)
H (0.7424, 1.3461, -3.5343)
H (-1.5457, 4.0277, -5.3164)
H (-3.3666, 4.2852, -3.8453)
H (-3.5768, 3.4899, -1.6336)
H (-2.0530, 2.1386, -0.4385)
H (3.4225, 0.6713, -0.9871)
H (4.7814, -0.9729, -2.1163)
H (4.0908, -3.1801, -2.5833)
H (2.7580, -5.0669, -1.8178)
H (0.5680, -5.9986, -1.1743)
H (-1.3449, -4.5295, -0.8018)
O (-1.8668, 1.0177, -5.4071)
S (-1.4064, 0.3678, -4.1565)
O (-0.3224, 2.8971, -4.1857)
O (-2.5498, 0.2127, -3.1902)
O (0.9047, -0.9835, -2.4345)
N (-2.7364, -0.5691, 0.5076)
C (-2.6030, -0.9560, 1.6021)
N (-2.3859, -1.5407, 2.7628)
C (-1.2571, -2.4633, 2.8861)
C (-0.9462, -2.7361, 4.3539)
C (-0.6765, -1.4430, 5.1271)
C (-1.7106, -0.3518, 4.7975)
C (-2.8715, -0.9259, 3.9807)
H (-0.3828, -2.0478, 2.3723)
H (-1.5192, -3.3976, 2.3750)
H (-0.0683, -3.3814, 4.4075)
H (-1.7812, -3.2739, 4.8105)
H (0.3197, -1.0805, 4.8753)
H (-0.6824, -1.6626, 6.1978)
H (-1.2435, 0.4335, 4.2016)
H (-2.0980, 0.1035, 5.7127)
H (-3.5716, -0.1312, 3.7092)
H (-3.4176, -1.6727, 4.5766)

natural (NBO) atomic charge list, values in e, 8 entries: 0.801, -0.256, -0.229, -0.220, -0.205, -0.259, -0.228, 0.767

***

Number 1: electronic energy -102547.9623 eV. Number 2: electronic energy -124227.0850 eV. Number 3: electronic energy -64746.0705 eV.